[1]
ORCA calculation (the ωB97M-V functional and the def2-TZVPD basis) on one molecule with the formula C23H24N2O6S.

Calculated values
Relative energy (zero: lowest compared OMol25 entry of this formula, charge and spin) (kcal/mol): 74.9
SMILES: COc1ccc(CNC(=O)/C=C/c2ccc(S(=O)(=O)NCc3ccco3)cc2)cc1OC

```
! wB97M-V def2-TZVPD RIJCOSX def2/J DEFGRID3
* xyz 0 1
C -8.3800 0.4818 2.9624
H -9.0567 1.1018 2.3646
O -7.6670 -0.4269 2.1626
C -6.8478 0.0677 1.1943
C -6.6427 1.4097 0.9293
C -5.7803 1.8082 -0.0850
C -5.1224 0.8682 -0.8513
C -5.3209 -0.4872 -0.5915
C -6.1702 -0.9013 0.4168
O -6.4247 -2.1972 0.7402
C -5.7958 -3.2048 -0.0140
H -6.0822 -3.1559 -1.0694
H -6.1409 -4.1462 0.4105
H -4.7054 -3.1488 0.0658
H -4.7927 -1.2040 -1.1992
C -4.1475 1.2621 -1.9305
N -2.7753 1.0737 -1.4945
C -2.0752 -0.0484 -1.7881
O -2.5038 -0.9313 -2.5079
C -0.7132 -0.1188 -1.2008
C 0.0755 0.9381 -0.9910
C 1.4397 0.9158 -0.4835
C 2.1742 2.1072 -0.4898
C 3.4719 2.1425 -0.0186
C 4.0426 0.9841 0.4717
C 3.3395 -0.2049 0.4974
C 2.0424 -0.2403 0.0212
H 1.4916 -1.1668 0.0499
H 3.8198 -1.0810 0.9046
S 5.7294 1.0403 1.0507
O 6.0341 -0.1899 1.7233
O 5.9693 2.2787 1.7285
N 6.5262 1.1564 -0.4278
H 7.3812 1.6817 -0.3090
C 6.7425 -0.1064 -1.1070
C 7.7181 -0.9910 -0.3970
C 7.6949 -2.3173 -0.0876
C 8.8980 -2.5800 0.6130
C 9.5572 -1.3947 0.6779
O 8.8548 -0.4266 0.0634
H 10.4946 -1.1143 1.1153
H 9.2171 -3.5195 1.0146
H 6.9193 -3.0163 -0.3222
H 7.0908 0.1184 -2.1222
H 5.7777 -0.6134 -1.1724
H 4.0515 3.0512 -0.0091
H 1.7179 3.0086 -0.8725
H -0.2924 1.9273 -1.2371
H -0.3641 -1.1286 -1.0449
H -2.4484 1.6729 -0.7537
H -4.2788 0.6277 -2.8105
H -4.2830 2.3100 -2.2111
H -5.6378 2.8622 -0.2730
H -7.1498 2.1649 1.5081
H -8.9646 -0.1281 3.6493
H -7.7082 1.1288 3.5369
*
```

These are the Mulliken partial charges, in e, on atoms 1 to 5: -0.95, 0.37, -0.41, 0.96, -0.40

[2]
ORCA calculation (the ωB97M-V functional and the def2-TZVPD basis) on one molecule with the formula C5H9NO.

Calculated values
Relative energy (zero: lowest compared OMol25 entry of this formula, charge and spin) (kcal/mol): 44.9
SMILES: CC(=O)[C@@H]1CN1C

```
! wB97M-V def2-TZVPD RIJCOSX def2/J DEFGRID3
* xyz 0 1
C -2.1857 -0.0844 -0.3653
N -0.8647 0.1541 0.1933
C -0.2001 1.3555 -0.2449
C 0.2492 0.0148 -0.7264
C 1.5361 -0.5812 -0.2309
O 2.3863 -0.9139 -1.0308
C 1.7191 -0.7423 1.2602
H -2.9374 0.3399 0.3073
H -2.3583 -1.1617 -0.4450
H -2.3184 0.3660 -1.3638
H -0.7021 1.9855 -0.9801
H 0.3778 1.8927 0.5046
H 0.0379 -0.2183 -1.7707
H 2.7786 -0.8902 1.4776
H 1.3234 0.1072 1.8237
H 1.1583 -1.6238 1.5910
*
```

These are the Mulliken partial charges, in e, on atoms 1 to 5: -0.85, -0.22, -0.39, 0.10, 0.25

Which of these has the highest relative energy (zero: lowest compared OMol25 entry of this formula, charge and spin)?
C23H24N2O6S

Look up the relative energy (zero: lowest compared OMol25 entry of this formula, charge and spin) of the second one.
44.9 kcal/mol

Please write out number 1 again, unchanged.
ORCA calculation (the ωB97M-V functional and the def2-TZVPD basis) on one molecule with the formula C23H24N2O6S.

Calculated values
Relative energy (zero: lowest compared OMol25 entry of this formula, charge and spin) (kcal/mol): 74.9
SMILES: COc1ccc(CNC(=O)/C=C/c2ccc(S(=O)(=O)NCc3ccco3)cc2)cc1OC

```
! wB97M-V def2-TZVPD RIJCOSX def2/J DEFGRID3
* xyz 0 1
C -8.3800 0.4818 2.9624
H -9.0567 1.1018 2.3646
O -7.6670 -0.4269 2.1626
C -6.8478 0.0677 1.1943
C -6.6427 1.4097 0.9293
C -5.7803 1.8082 -0.0850
C -5.1224 0.8682 -0.8513
C -5.3209 -0.4872 -0.5915
C -6.1702 -0.9013 0.4168
O -6.4247 -2.1972 0.7402
C -5.7958 -3.2048 -0.0140
H -6.0822 -3.1559 -1.0694
H -6.1409 -4.1462 0.4105
H -4.7054 -3.1488 0.0658
H -4.7927 -1.2040 -1.1992
C -4.1475 1.2621 -1.9305
N -2.7753 1.0737 -1.4945
C -2.0752 -0.0484 -1.7881
O -2.5038 -0.9313 -2.5079
C -0.7132 -0.1188 -1.2008
C 0.0755 0.9381 -0.9910
C 1.4397 0.9158 -0.4835
C 2.1742 2.1072 -0.4898
C 3.4719 2.1425 -0.0186
C 4.0426 0.9841 0.4717
C 3.3395 -0.2049 0.4974
C 2.0424 -0.2403 0.0212
H 1.4916 -1.1668 0.0499
H 3.8198 -1.0810 0.9046
S 5.7294 1.0403 1.0507
O 6.0341 -0.1899 1.7233
O 5.9693 2.2787 1.7285
N 6.5262 1.1564 -0.4278
H 7.3812 1.6817 -0.3090
C 6.7425 -0.1064 -1.1070
C 7.7181 -0.9910 -0.3970
C 7.6949 -2.3173 -0.0876
C 8.8980 -2.5800 0.6130
C 9.5572 -1.3947 0.6779
O 8.8548 -0.4266 0.0634
H 10.4946 -1.1143 1.1153
H 9.2171 -3.5195 1.0146
H 6.9193 -3.0163 -0.3222
H 7.0908 0.1184 -2.1222
H 5.7777 -0.6134 -1.1724
H 4.0515 3.0512 -0.0091
H 1.7179 3.0086 -0.8725
H -0.2924 1.9273 -1.2371
H -0.3641 -1.1286 -1.0449
H -2.4484 1.6729 -0.7537
H -4.2788 0.6277 -2.8105
H -4.2830 2.3100 -2.2111
H -5.6378 2.8622 -0.2730
H -7.1498 2.1649 1.5081
H -8.9646 -0.1281 3.6493
H -7.7082 1.1288 3.5369
*
```

These are the Mulliken partial charges, in e, on atoms 1 to 5: -0.95, 0.37, -0.41, 0.96, -0.40